1.
Density functional theory data (the ωB97M-V functional and the def2-TZVPD basis) for C8H23FINNbO7P2Si as an isolated structure.

## Properties
E_tot = -63318.6597 eV
Strongest force on any atom = 3.25 eV/Å
Total charge = -1
LUMO = 1.92 eV

Each line ends with the Mulliken charge.
Positions of all 45 atoms, in Å:
1 C -0.41 -0.21 0.31  -0.136
2 Si -1.86 -0.81 -0.71  0.421
3 C -2.97 0.67 -1.09  -1.047
4 C -2.79 -2.06 0.34  -1.051
5 O -1.41 -1.60 -2.10  -0.520
6 C -0.01 -1.61 -2.44  -0.248
7 C 0.75 -2.77 -1.80  -0.880
8 Nb 2.96 -2.43 -1.47  -0.437
9 N 3.16 -4.56 -1.29  -0.754
10 I 5.76 -1.98 -1.19  -0.263
11 P 2.79 -2.28 1.11  -0.204
12 P 3.08 -0.26 1.83  1.070
13 O 4.21 -0.18 2.72  -0.655
14 O 3.31 0.76 0.62  -0.459
15 O 1.73 0.25 2.57  -0.475
16 H 0.31 -1.02 0.39  -0.459
17 H -0.72 0.05 1.31  0.492
18 H 0.11 0.61 -0.15  0.150
19 H -2.45 1.57 -0.79  0.148
20 H -3.89 0.63 -0.53  0.317
21 H -3.19 0.74 -2.15  0.375
22 H -3.22 -1.61 1.23  0.305
23 H -2.07 -2.81 0.63  0.316
24 H -3.54 -2.56 -0.26  0.301
25 H 0.47 -0.66 -2.26  0.206
26 H 0.03 -1.77 -3.51  0.440
27 H 0.70 -3.59 -2.51  0.395
28 H 0.24 -3.13 -0.92  0.452
29 H 2.67 -0.66 -1.72  0.147
30 H 3.26 -2.59 -3.27  0.026
31 H 2.66 -4.97 -2.08  0.250
32 H 2.64 -4.83 -0.46  0.250
33 H 1.45 -2.58 1.47  0.016
34 H 2.48 0.95 0.16  0.267
35 H 1.40 1.04 2.11  0.248
36 C -1.94 5.60 1.49  -0.469
37 C -2.53 4.34 2.07  0.327
38 O -1.77 3.32 1.45  -0.240
39 C -0.55 3.85 1.15  0.583
40 O 0.41 3.22 0.86  -0.393
41 O -0.58 5.21 1.26  -0.350
42 F -3.84 4.18 1.74  -0.279
43 H -2.41 5.86 0.54  0.284
44 H -1.98 6.45 2.16  0.280
45 H -2.43 4.24 3.16  0.253

=====

2.
Density functional theory data (the ωB97M-V functional and the def2-TZVPD basis) for C4H20AgBClN8O4 as an isolated structure.

## Properties
E_tot = -41782.7007 eV
Energy above the lowest of the compared OMol25 structures with the same formula, charge and spin = 0.0 kcal/mol
Spin multiplicity = 2
Strongest force on any atom = 1.66 eV/Å
Total charge = 0
LUMO (alpha / beta) = 0.37 / -1.48 eV
Expectation value of S² = 0.755

Each line ends with the Löwdin spin population.
Positions of all 39 atoms, in Å:
1 Ag 0.79 0.00 -0.03  0.438
2 B 2.72 1.10 1.13  0.062
3 H 2.05 1.91 1.72  0.005
4 H 3.87 1.36 1.40  0.026
5 H 2.44 -0.02 1.47  0.023
6 H 2.64 1.25 -0.07  0.017
7 Cl 2.21 -1.96 -0.77  0.393
8 C -1.72 -2.30 -0.91  0.002
9 O -1.08 -1.26 -0.77  0.017
10 N -2.67 -2.49 -1.88  0.001
11 N -1.53 -3.37 -0.06  0.000
12 H -3.02 -3.42 -2.01  0.000
13 H -2.89 -1.81 -2.58  0.000
14 H -2.14 -4.16 -0.11  0.000
15 H -0.94 -3.20 0.73  0.000
16 C -1.87 2.11 0.18  0.002
17 O -0.83 1.50 0.35  0.014
18 N -3.01 1.76 0.86  0.000
19 N -2.02 3.14 -0.70  0.000
20 H -3.87 2.26 0.81  0.000
21 H -2.97 1.02 1.54  0.000
22 H -1.21 3.49 -1.18  0.000
23 H -2.95 3.37 -0.99  0.000
24 C 1.64 2.21 -2.60  0.000
25 O 1.14 1.20 -2.14  -0.001
26 N 0.94 3.03 -3.48  0.000
27 N 2.89 2.63 -2.28  0.001
28 H 0.16 2.61 -3.94  0.000
29 H 1.46 3.72 -4.00  0.000
30 H 3.38 2.12 -1.56  0.000
31 H 3.25 3.50 -2.62  0.000
32 C 0.37 -2.30 2.72  0.000
33 O 0.40 -1.36 1.95  -0.001
34 N -0.75 -2.66 3.44  0.000
35 N 1.48 -3.08 2.89  0.000
36 H -1.58 -2.11 3.32  0.000
37 H -0.58 -3.14 4.31  0.000
38 H 1.50 -3.88 3.49  0.000
39 H 2.28 -2.77 2.37  0.000

=====

3.
Density functional theory data (the ωB97M-V functional and the def2-TZVPD basis) for C19H43HfN2OP3Se as an isolated structure.

## Properties
E_tot = -119906.7363 eV
Energy above the lowest of the compared OMol25 structures with the same formula, charge and spin = 16.1 kcal/mol
Strongest force on any atom = 3.01 eV/Å
Total charge = +4
LUMO (alpha / beta) = -15.92 / -15.96 eV

Each line ends with the Mulliken charge.
Positions of all 70 atoms, in Å:
1 Hf 0.06 -0.49 0.48  0.720
2 P -2.48 -0.98 0.71  0.846
3 P -0.39 -1.82 -1.92  0.636
4 P -0.34 1.55 2.07  0.722
5 H 5.25 2.60 -3.00  0.298
6 C 5.71 2.41 -2.00  -0.527
7 C 5.26 1.52 -1.08  -0.400
8 H 4.55 0.72 -1.29  0.281
9 C -3.74 0.05 -0.14  -1.499
10 C -3.12 -2.65 0.31  -1.201
11 C -3.08 -0.87 2.42  -1.160
12 C 1.06 -1.33 -2.94  -1.215
13 C -0.40 -3.65 -2.07  -1.372
14 C -1.81 -1.41 -3.02  -1.125
15 C 1.12 2.62 1.86  -1.094
16 C -0.35 1.16 3.84  -1.274
17 C -1.76 2.67 1.87  -1.077
18 H 6.59 3.09 -1.84  0.264
19 H 5.70 1.54 -0.07  0.249
20 H -4.73 -0.28 0.23  0.596
21 H -3.69 -0.07 -1.23  0.369
22 H -3.60 1.11 0.11  0.412
23 H -4.20 -2.62 0.53  0.542
24 H -2.64 -3.40 0.95  0.359
25 H -2.97 -2.91 -0.74  0.297
26 H -4.17 -1.03 2.36  0.575
27 H -2.90 0.13 2.85  0.203
28 H -2.62 -1.64 3.05  0.299
29 H 1.31 -2.07 -3.72  0.505
30 H 1.93 -1.23 -2.28  0.324
31 H 0.90 -0.35 -3.41  0.332
32 H -0.45 -3.98 -3.12  0.549
33 H -1.28 -4.05 -1.55  0.367
34 H 0.50 -4.09 -1.62  0.456
35 H -1.78 -2.01 -3.94  0.516
36 H -1.78 -0.35 -3.28  0.334
37 H -2.76 -1.62 -2.51  0.294
38 H 1.31 3.20 2.77  0.507
39 H 0.99 3.29 1.00  0.281
40 H 2.00 2.00 1.64  0.404
41 H -0.10 2.06 4.42  0.526
42 H 0.39 0.38 4.07  0.416
43 H -1.34 0.80 4.15  0.380
44 H -1.58 3.59 2.45  0.509
45 H -2.68 2.19 2.21  0.344
46 H -1.90 2.94 0.81  0.267
47 C 0.21 2.72 -1.76  0.771
48 C 1.56 2.35 -1.85  0.303
49 C 2.49 3.28 -2.30  0.173
50 C 2.12 4.58 -2.63  -0.353
51 C 0.77 4.91 -2.59  -0.732
52 C -0.20 4.01 -2.18  -0.459
53 Se -1.08 1.47 -1.22  0.172
54 H 1.50 0.14 -0.27  0.112
55 H 1.86 1.34 -1.53  -0.141
56 H 3.54 3.01 -2.40  -0.413
57 H 2.88 5.32 -2.91  0.521
58 H 0.49 5.92 -2.89  0.456
59 H -1.25 4.30 -2.19  0.520
60 C 1.16 -4.49 1.10  -0.324
61 N 0.51 -4.15 2.36  -0.238
62 C 0.19 -2.91 2.72  0.706
63 N -0.37 -2.72 3.94  -0.319
64 O 0.42 -1.89 1.95  -0.821
65 H 0.93 -3.71 0.35  -0.364
66 H 0.81 -5.46 0.76  0.403
67 H 2.24 -4.57 1.26  0.362
68 H 0.24 -4.85 3.05  0.250
69 H -0.54 -1.78 4.27  0.148
70 H -0.48 -3.52 4.58  0.226

=====

4.
Density functional theory data (the ωB97M-V functional and the def2-TZVPD basis) for C2H4AgClO4S as an isolated structure.

## Properties
E_tot = -37673.2573 eV
Energy above the lowest of the compared OMol25 structures with the same formula, charge and spin = 19.7 kcal/mol
Spin multiplicity = 2
Strongest force on any atom = 3.66 eV/Å
Total charge = +1
LUMO (alpha / beta) = -6.88 / -10.12 eV
Expectation value of S² = 0.754

Each line ends with the Löwdin spin population.
Positions of all 13 atoms, in Å:
1 Ag -9.45 -5.11 -15.66  0.009
2 Cl -7.04 -4.36 -14.94  0.872
3 C -6.03 -3.76 -11.39  0.029
4 C -5.59 -2.40 -12.03  0.006
5 O -4.31 -2.09 -11.63  0.015
6 S -3.84 -2.90 -10.25  -0.002
7 O -4.17 -2.21 -9.01  0.011
8 O -2.49 -3.47 -10.32  0.000
9 O -4.86 -4.11 -10.60  0.034
10 H -6.24 -4.49 -12.17  0.015
11 H -6.94 -3.84 -10.80  0.006
12 H -6.22 -1.67 -11.52  0.005
13 H -5.51 -2.53 -13.11  0.001

=====

5.
Density functional theory data (the ωB97M-V functional and the def2-TZVPD basis) for a 6-piece molecular cluster, C7H27NO5 overall.

## Properties
E_tot = -19424.7819 eV
Energy above the lowest of the compared OMol25 structures with the same formula, charge and spin = 17.3 kcal/mol
Strongest force on any atom = 2.59 eV/Å
Total charge = 0
LUMO = 0.21 eV
SMILES string = CCCN(C)C(C)C.O.O.O.O.O

Each line ends with the Mulliken charge.
Positions of all 40 atoms, in Å:
1 C 0.49 3.24 2.15  -1.359
2 C 1.17 2.71 0.87  -0.166
3 C 0.99 1.18 0.78  -0.563
4 N 1.38 0.68 -0.54  0.170
5 C 2.86 0.72 -0.68  -1.148
6 C 0.85 -0.68 -0.84  0.114
7 C 0.94 -1.68 0.33  -1.100
8 C -0.59 -0.56 -1.32  -0.921
9 H 0.97 2.84 3.08  0.302
10 H 0.56 4.30 2.20  0.432
11 H -0.54 2.95 2.17  0.252
12 H 0.73 3.20 -0.03  0.276
13 H 2.21 2.99 0.86  0.410
14 H 1.53 0.71 1.61  0.450
15 H -0.06 0.94 0.95  -0.015
16 H 3.12 0.41 -1.70  0.368
17 H 3.43 0.15 0.00  0.391
18 H 3.21 1.78 -0.60  0.316
19 H 1.47 -1.08 -1.66  0.598
20 H 0.68 -2.70 0.02  0.418
21 H 0.21 -1.43 1.13  0.099
22 H 1.97 -1.72 0.79  0.339
23 H -1.07 -1.50 -1.56  0.438
24 H -0.61 0.04 -2.24  0.368
25 H -1.19 -0.04 -0.54  -0.303
26 O -0.24 -3.67 -2.24  -0.709
27 H -0.49 -3.57 -3.18  0.324
28 H 0.48 -3.04 -2.03  0.325
29 O -2.38 1.15 1.10  -0.557
30 H -2.48 0.20 1.19  0.294
31 H -3.23 1.48 1.25  0.313
32 O -2.05 -3.53 -0.25  -0.690
33 H -1.32 -3.54 -0.95  0.347
34 H -2.85 -4.01 -0.62  0.292
35 O -2.68 -1.51 1.39  -0.745
36 H -2.40 -2.16 0.70  0.365
37 H -2.31 -1.84 2.17  0.293
38 O -1.07 2.44 -1.54  -0.712
39 H -0.15 2.04 -1.45  0.351
40 H -1.53 2.11 -0.77  0.343

=====

6.
Density functional theory data (the ωB97M-V functional and the def2-TZVPD basis) for a 2-piece molecular cluster, C4H12S overall.

## Properties
E_tot = -15168.7674 eV
Energy above the lowest of the compared OMol25 structures with the same formula, charge and spin = 7.5 kcal/mol
Spin multiplicity = 2
Strongest force on any atom = 1.32 eV/Å
Total charge = +1
LUMO (alpha / beta) = -3.37 / -8.63 eV
Expectation value of S² = 0.753

Each line ends with the Löwdin spin population.
Positions of all 17 atoms, in Å:
1 C -1.05 0.28 -1.86  0.078
2 C 0.41 2.80 -1.73  0.091
3 S 0.46 1.08 -1.29  0.745
4 H -1.35 -0.42 -1.06  0.009
5 H -1.88 0.97 -2.00  0.003
6 H -0.86 -0.19 -2.84  0.028
7 H 0.09 3.01 -2.73  0.014
8 H 1.41 3.22 -1.54  0.000
9 H -0.27 3.36 -1.05  0.031
10 C 0.59 -2.13 3.03  0.000
11 C -0.70 -2.95 2.90  0.000
12 H 1.50 -2.61 3.36  0.000
13 H 0.82 -1.64 2.08  0.000
14 H 0.44 -1.39 3.84  0.000
15 H -0.48 -3.87 2.35  0.000
16 H -1.03 -3.18 3.90  0.000
17 H -1.50 -2.35 2.46  0.000